The following is a DFT calculation (wB97M-V/def2-TZVPD) of a structure of composition C59H34BrF9N9PZr.

- Relative energy (zero: lowest compared OMol25 entry of this formula, charge and spin): 0.000 eV
- Orbital gap: 5.54 eV
- Energy: -6622.5528 hartree
- HOMO: -11.970 eV
- Total charge: +2

```
114
Properties=species:S:1:pos:R:3:forces:R:3:mulliken_charge:R:1
Zr -0.2219 1.5511 0.0335 -0.13 -0.55 -0.11 0.56
C -2.5845 -2.0825 4.8455 0.01 -0.02 0.01 -0.99
C -1.2762 -2.6509 4.8718 -0.01 0.00 0.00 -0.91
C -0.2320 -2.1094 4.1836 -0.01 -0.02 0.00 -0.06
C -0.4724 -0.9415 3.4013 -0.04 -0.04 0.05 1.03
C 0.2792 -0.1101 2.5722 0.08 0.04 -0.02 -0.71
N -0.4625 0.9238 2.0780 0.05 0.09 -0.13 -0.34
C -1.7393 0.7601 2.5822 0.00 0.09 0.04 -0.63
N -2.8064 1.5936 2.3961 -0.03 -0.20 0.10 -0.28
C -2.8724 2.5162 1.5336 0.06 0.19 -0.12 -0.09
C -3.9750 3.4731 1.4102 -0.04 -0.04 0.01 0.00
C -5.1511 3.6105 2.1224 -0.02 0.01 0.02 -0.18
C -5.9908 4.6547 1.7530 -0.02 0.01 0.01 -0.73
C -5.6591 5.5299 0.7156 -0.02 0.01 0.01 -0.76
C -4.4719 5.3903 0.0118 0.01 0.03 -0.02 0.01
C -3.6449 4.3430 0.3830 0.04 -0.03 -0.04 0.13
C -2.3419 3.9296 -0.1276 0.04 0.04 -0.06 -0.07
N -1.7446 4.5839 -1.1050 0.05 -0.08 0.01 -0.52
C -0.4883 4.3347 -1.4307 -0.07 0.05 -0.01 0.10
N 0.3464 3.4168 -0.8723 0.05 -0.10 0.06 -0.03
C 1.6404 3.6088 -1.4610 -0.19 0.13 -0.01 -0.58
N 2.7190 3.0491 -1.1131 0.19 -0.12 0.03 -0.21
C 2.8648 2.1495 -0.0966 -0.01 0.08 -0.01 -1.59
N 1.8538 1.5446 0.6324 -0.15 -0.06 -0.05 0.62
C 2.4699 0.7307 1.5279 -0.04 0.01 0.05 -0.79
N 1.7485 -0.1925 2.4307 0.03 -0.05 -0.01 1.51
C 3.8552 0.7929 1.4326 0.07 -0.01 0.02 1.12
C 4.9575 0.2122 2.1226 -0.01 -0.02 0.01 -0.36
C 6.2141 0.5354 1.7122 0.02 -0.01 0.02 -1.05
C 6.4526 1.4332 0.6285 0.02 -0.01 0.00 -0.86
C 5.4216 2.0194 -0.0359 0.02 0.03 -0.05 -0.63
C 4.1019 1.7004 0.3645 0.03 0.05 0.06 0.90
C 1.5139 4.6378 -2.4962 0.06 0.00 -0.02 0.24
C 2.4418 5.1788 -3.3668 0.02 0.01 0.00 -0.25
C 1.9969 6.1834 -4.2170 0.02 0.00 -0.01 -0.67
C 0.6759 6.6384 -4.1871 -0.01 0.02 -0.02 -0.74
C -0.2455 6.1016 -3.3016 -0.03 0.02 0.00 -0.12
C 0.2030 5.0898 -2.4669 -0.05 -0.03 0.04 0.19
N -1.8955 2.8282 0.5378 0.05 0.05 0.14 0.03
C -1.7790 -0.3772 3.3905 0.01 -0.05 0.04 0.45
C -2.8409 -0.9579 4.1243 -0.04 0.01 0.01 -0.48
H -3.3691 -2.5530 5.4233 0.01 0.02 -0.01 0.45
H -1.1099 -3.5384 5.4691 0.00 0.02 -0.01 0.51
H 0.7416 -2.5726 4.2418 -0.04 0.01 0.01 0.52
H -5.4013 2.9415 2.9352 0.01 0.01 -0.02 0.60
H -6.9225 4.8015 2.2840 0.02 -0.01 -0.01 0.44
H -6.3398 6.3331 0.4669 0.01 -0.01 0.00 0.43
H -4.1963 6.0681 -0.7851 -0.01 -0.02 0.02 0.61
H 4.8263 -0.4595 2.9588 -0.01 0.00 -0.01 0.52
H 7.0657 0.1078 2.2264 -0.03 0.01 -0.01 0.45
H 7.4754 1.6519 0.3516 -0.03 0.00 0.00 0.46
H 5.5846 2.7198 -0.8447 0.01 -0.02 0.02 0.62
H 3.4682 4.8372 -3.3798 -0.02 0.00 0.00 0.58
H 2.6892 6.6325 -4.9173 -0.01 -0.01 0.01 0.43
H 0.3754 7.4276 -4.8632 0.00 -0.01 0.01 0.44
H -1.2672 6.4544 -3.2564 0.02 -0.01 0.00 0.59
H -3.8208 -0.4974 4.1100 0.02 -0.02 0.00 0.65
C -5.3768 -1.3271 -0.1536 0.02 0.00 -0.01 -1.94
C -4.2092 -0.7474 -0.8973 -0.05 -0.02 0.00 0.22
C -4.2023 -0.6087 -2.2830 -0.07 -0.02 -0.02 -0.40
C -3.0998 -0.0789 -2.9372 -0.03 -0.01 -0.10 -1.31
C -2.0474 0.3076 -2.1466 0.03 0.03 0.06 0.32
Br -0.4192 0.9743 -2.8778 0.01 0.03 -0.14 -0.01
N -2.0266 0.2368 -0.8226 0.06 0.18 0.00 0.91
C -3.0913 -0.3027 -0.2094 0.02 -0.03 0.02 0.04
H -5.9003 -2.0665 -0.7576 0.01 0.03 0.00 0.45
H -6.0884 -0.5400 0.1050 0.01 -0.01 -0.01 0.44
H -5.0544 -1.8043 0.7723 0.00 0.02 -0.01 0.37
H -5.0582 -0.9381 -2.8613 0.02 0.01 0.01 0.51
H -3.0579 0.0164 -4.0132 -0.01 0.00 0.02 0.58
H -3.0330 -0.3822 0.8675 -0.01 0.01 0.02 0.02
F 3.4058 -5.2963 4.4756 -0.17 -0.18 0.06 -0.24
C 4.1013 -4.2861 3.9515 -0.01 0.05 -0.05 0.64
F 4.4614 -3.4771 4.9502 0.04 0.20 0.15 -0.29
F 5.2084 -4.7907 3.4110 0.17 -0.08 -0.14 -0.24
C 3.2797 -3.5559 2.9141 -0.01 -0.03 -0.02 -0.09
C 2.9080 -2.2395 3.1119 0.04 0.04 0.00 -0.32
C 2.1464 -1.6071 2.1512 -0.06 0.05 0.01 -0.51
C 1.7269 -2.2379 0.9931 0.02 -0.05 -0.01 -0.44
C 2.1090 -3.5688 0.8263 -0.02 -0.06 -0.07 -0.03
C 2.8770 -4.2276 1.7700 0.01 -0.01 0.00 -1.26
P 0.7611 -1.4336 -0.3494 -0.10 0.41 0.07 2.81
C -0.6545 -2.5583 -0.5260 0.00 -0.06 0.01 0.07
C -1.2345 -2.7726 -1.7765 -0.06 0.00 0.02 -0.29
C -2.4097 -3.4975 -1.8869 0.03 0.00 -0.02 -1.31
C -3.0191 -4.0021 -0.7470 0.02 0.00 0.01 0.32
C -2.4475 -3.8073 0.5008 0.03 0.05 0.01 -1.15
C -1.2676 -3.0841 0.6112 0.00 -0.04 0.03 -0.71
C -4.3020 -4.7802 -0.8892 0.07 -0.01 0.01 0.83
F -5.0739 -4.2556 -1.8558 -0.10 0.13 -0.21 -0.25
F -4.0736 -6.0518 -1.2114 0.08 -0.19 -0.05 -0.26
F -5.0192 -4.7653 0.2368 -0.07 0.02 0.25 -0.27
C 1.8546 -1.7304 -1.7699 0.05 -0.05 -0.03 0.52
C 2.8009 -0.7418 -2.0416 -0.01 0.00 -0.02 -1.14
C 3.7231 -0.9153 -3.0590 0.00 0.03 0.04 -0.84
C 3.6989 -2.0808 -3.8130 -0.01 0.01 0.00 -0.09
C 2.7698 -3.0737 -3.5491 -0.03 0.01 0.00 -1.04
C 1.8506 -2.9011 -2.5240 -0.02 -0.04 -0.02 -0.10
C 4.6925 -2.2352 -4.9391 -0.05 0.01 0.05 0.75
F 5.9310 -1.9568 -4.5248 0.21 0.05 0.11 -0.25
F 4.6937 -3.4693 -5.4402 -0.03 -0.19 -0.05 -0.27
F 4.4091 -1.3892 -5.9378 -0.09 0.14 -0.14 -0.25
H 3.1966 -1.7280 4.0232 0.02 0.00 -0.01 0.80
H 2.1228 0.0110 3.3641 0.03 0.00 0.02 0.87
H 1.8012 -4.1040 -0.0659 0.03 0.05 0.09 0.46
H 3.1623 -5.2604 1.6160 0.00 0.01 0.01 0.53
H -0.7706 -2.3796 -2.6725 0.00 0.02 -0.01 0.80
H -2.8550 -3.6674 -2.8596 0.01 0.00 0.03 0.54
H -2.9201 -4.2102 1.3874 0.00 0.00 -0.02 0.60
H -0.8311 -2.9379 1.5934 -0.02 0.01 -0.03 0.24
H 2.8330 0.1649 -1.4474 0.00 -0.02 -0.02 0.54
H 4.4609 -0.1491 -3.2631 -0.01 -0.02 0.01 0.57
H 2.7657 -3.9805 -4.1383 0.00 0.01 0.01 0.54
H 1.1315 -3.6869 -2.3262 0.06 0.02 -0.01 0.50
```
Positions in Å, forces in eV/Å.